C4H18NO5 | wB97M-V/def2-TZVPD

- ΔE to the lowest compared entry with this formula, charge and spin: 0.0 kJ/mol
- HOMO-LUMO gap (spin up / spin down): 10.371 / 5.736 eV
- Energy: -16164.9114 eV

```
! wB97M-V def2-TZVPD RIJCOSX def2/J DEFGRID3
* xyz 0 2
C -1.21303 -0.10289 0.16615
C -0.40157 -0.92820 -0.81026
C 1.11295 -0.95564 -0.51196
C 1.44909 -1.31616 0.93905
O 1.48055 -0.25179 1.84455
N -0.62552 -0.35342 -2.16044
H -0.81809 0.90937 0.20954
H -1.11656 -0.49443 1.18689
H -2.27012 -0.06980 -0.09100
H -0.71868 -1.97110 -0.85339
H 1.57601 0.01208 -0.74936
H 1.62506 -1.65904 -1.18774
H 2.48168 -1.70312 0.98001
H 0.74504 -2.03976 1.37889
H -0.05892 -0.83518 -2.85113
H -0.30370 0.61696 -2.12873
H 1.38192 0.90125 1.39882
H 2.10516 2.40985 1.34934
O 1.23740 2.04082 1.10315
H 1.10588 2.35059 -0.43449
H 0.57423 3.60813 -1.20520
O 0.94464 2.72662 -1.35972
H 0.38861 -0.48872 3.14013
H -0.73070 0.37867 3.70074
O -0.30564 -0.47148 3.82066
H -2.55648 -0.41943 -2.57378
H -3.59615 -1.18461 -1.73834
O -3.49307 -0.70959 -2.56238
*
```

Löwdin atomic charge list, values in e, 8 entries: atom 1 (C): -0.037, atom 2 (C): -0.419, atom 3 (C): -0.130, atom 4 (C): -0.184, atom 5 (O): 0.040, atom 6 (N): 0.032, atom 7 (H): 0.077, atom 8 (H): 0.070

---

C4H18O4 | wB97M-V/def2-TZVPD

- ΔE to the lowest compared entry with this formula, charge and spin: 67.7 kJ/mol
- HOMO-LUMO gap: 10.816 eV
- Structure (SMILES): CCCC.O.O.O.O
- Energy: -12629.6686 eV

```
! wB97M-V def2-TZVPD RIJCOSX def2/J DEFGRID3
* xyz 0 1
C -0.91122 1.35909 -1.12466
C -1.04262 2.13410 0.19958
C -0.16609 1.44974 1.27882
C 0.19960 2.36925 2.45905
H -0.40491 0.39926 -0.99533
H -0.28753 1.85034 -1.87230
H -1.88987 1.18859 -1.56856
H -2.05688 2.13332 0.53889
H -0.55632 3.06916 0.12166
H 0.71418 0.94830 0.88545
H -0.71105 0.58606 1.68833
H -0.29986 2.01350 3.35943
H -0.18817 3.37628 2.31331
H 1.26539 2.47692 2.64630
O 2.95428 -3.78323 -0.07271
H 3.37005 -3.14341 0.51300
H 2.00737 -3.53881 -0.04048
O 0.31123 -3.88137 0.60377
H -0.47106 -3.39738 0.30738
H 0.21479 -3.93609 1.56098
O 1.24934 0.56859 -3.74774
H 1.80357 0.16630 -4.42475
H 0.35802 0.24715 -3.89399
O -1.73507 -1.92983 -0.13830
H -2.02933 -1.59608 -0.99420
H -1.69784 -1.12974 0.39708
*
```

Löwdin atomic charge list, values in e, 8 entries: atom 1 (C): -0.117, atom 2 (C): -0.236, atom 3 (C): -0.275, atom 4 (C): -0.106, atom 5 (H): 0.055, atom 6 (H): 0.064, atom 7 (H): 0.065, atom 8 (H): 0.100

---

C4H18O5 | wB97M-V/def2-TZVPD

- ΔE to the lowest compared entry with this formula, charge and spin: 357.5 kJ/mol
- HOMO-LUMO gap: 8.972 eV
- Structure (SMILES): CCO.CCO.O.O.O
- Energy: -14673.6068 eV

```
! wB97M-V def2-TZVPD RIJCOSX def2/J DEFGRID3
* xyz 0 1
C 2.25651 2.58220 -2.00323
C 1.35403 1.77905 -1.04021
O 1.25173 0.43809 -1.37726
H 3.15211 1.98679 -2.18065
H 2.58792 3.50375 -1.52469
H 1.81124 2.76557 -2.98110
H 0.33444 2.16382 -1.06144
H 1.62560 1.86510 0.01191
H 0.53588 -0.07888 -1.00055
C -2.29844 -1.99706 1.93072
C -1.52574 -2.61680 0.75944
O -1.12978 -1.60289 -0.18896
H -3.08500 -1.29696 1.64915
H -1.56396 -1.45321 2.52472
H -2.59894 -2.82727 2.56992
H -2.19704 -3.33574 0.28978
H -0.62714 -3.14510 1.07805
H -0.55590 -1.92895 -0.88606
O 1.29274 -1.25479 0.66306
H 2.04743 -0.71215 0.89158
H 1.41744 -1.46147 -0.26320
O -0.32692 0.32696 0.28644
H -1.04279 -0.30484 0.35434
H 0.42686 -0.12246 0.66863
O -1.13303 2.43570 -0.05188
H -0.92054 1.50723 0.04302
H -1.08868 2.78428 0.83849
*
```

Löwdin atomic charge list, values in e, 8 entries: atom 1 (C): -0.058, atom 2 (C): -0.329, atom 3 (O): -0.118, atom 4 (H): 0.062, atom 5 (H): 0.068, atom 6 (H): 0.070, atom 7 (H): 0.076, atom 8 (H): 0.112

---

C4H18O5 | wB97M-V/def2-TZVPD

- ΔE to the lowest compared entry with this formula, charge and spin: 115.0 kJ/mol
- HOMO-LUMO gap: 10.261 eV
- Structure (SMILES): CCO.CCO.O.O.O
- Energy: -14676.1206 eV

```
! wB97M-V def2-TZVPD RIJCOSX def2/J DEFGRID3
* xyz 0 1
C -2.19207 -0.86961 1.63784
C -1.92890 -0.14517 2.96698
O -0.83939 0.78683 2.81807
H -2.54492 -0.14197 0.90698
H -3.07957 -1.49701 1.72034
H -1.29252 -1.37670 1.28888
H -1.67827 -0.81244 3.79163
H -2.84402 0.39652 3.20617
H -0.22732 0.18759 3.25152
C -1.07905 -1.71334 -3.51854
C 0.00934 -0.77000 -4.06155
O -0.04571 0.38740 -3.28899
H -2.00925 -1.24899 -3.19110
H -0.58953 -2.30146 -2.74228
H -1.34179 -2.49477 -4.23159
H -0.25951 -0.54939 -5.09458
H 1.05255 -1.08430 -4.02975
H 0.46002 0.26513 -2.48222
O 1.97245 0.69170 0.37548
H 1.31039 1.13780 0.90360
H 2.48193 0.18461 1.00754
O 0.75885 5.17139 0.17983
H 0.51661 4.34990 -0.24763
H 1.00356 5.75328 -0.53973
O 4.03612 -1.41244 2.74562
H 4.53056 -0.78062 3.26768
H 3.81944 -2.11392 3.35978
*
```

Löwdin atomic charge list, values in e, 8 entries: atom 1 (C): -0.086, atom 2 (C): -0.310, atom 3 (O): -0.085, atom 4 (H): 0.072, atom 5 (H): 0.069, atom 6 (H): 0.073, atom 7 (H): 0.107, atom 8 (H): 0.106

---

C4H19N2O7 | wB97M-V/def2-TZVPD

- ΔE to the lowest compared entry with this formula, charge and spin: 153.6 kJ/mol
- HOMO-LUMO gap: 8.284 eV
- Energy: -21770.3452 eV

```
! wB97M-V def2-TZVPD RIJCOSX def2/J DEFGRID3
* xyz -1 1
C 0.16497 1.74542 1.06553
N -0.92734 2.29290 0.26936
C -2.15798 2.55318 0.73952
O -2.97456 3.09746 -0.00640
C -0.22959 0.48617 1.78570
N -0.77627 -0.49204 0.86890
C 0.31943 -1.08830 0.01375
O 1.48594 -1.30829 0.67865
H 0.68521 2.52901 1.61759
H 0.94279 1.40837 0.37356
H -0.83821 2.28544 -0.73082
H -2.47669 2.35251 1.75994
H -0.85254 0.59805 2.67786
H 0.64723 0.07099 2.29640
H -1.10628 -1.30244 1.39014
H 0.55318 -0.35540 -0.78388
H -0.16393 -2.02386 -0.30667
H 2.80002 -1.66946 -0.15812
H 4.05934 -0.80365 -0.56216
O 3.61552 -1.63243 -0.75514
H -0.89772 0.21019 -2.51647
H -1.65850 -0.29946 -1.34209
O -1.74553 -0.19402 -2.30275
H 1.30643 -3.41049 1.01505
H 1.85481 -3.53356 -0.35074
O 1.63598 -4.09349 0.40609
H 3.18016 -0.33169 -1.99937
H 2.05375 0.69843 -1.80374
O 2.87900 0.55649 -2.27593
H -3.25785 -0.03439 -0.40772
H -4.08991 1.25676 -0.57440
O -4.03085 0.43161 -0.08163
*
```

Löwdin atomic charge list, values in e, 8 entries: atom 1 (C): -0.173, atom 2 (N): 0.045, atom 3 (C): -0.356, atom 4 (O): -0.048, atom 5 (C): -0.268, atom 6 (N): -0.045, atom 7 (C): -0.438, atom 8 (O): -0.301

---

C4H19NO8 | wB97M-V/def2-TZVPD

- ΔE to the lowest compared entry with this formula, charge and spin: 199.3 kJ/mol
- HOMO-LUMO gap: 10.005 eV
- Structure (SMILES): N[C@H](CCO)C(=O)O.O.O.O.O.O
- Energy: -22325.3005 eV

```
! wB97M-V def2-TZVPD RIJCOSX def2/J DEFGRID3
* xyz 0 1
N -1.47417 -2.30113 0.58545
C -0.49657 -1.50532 -0.25716
C -1.09145 -0.11192 -0.51628
C -0.24101 0.98466 0.09536
O -0.80548 1.44148 1.32137
C -0.11612 -2.43681 -1.39430
O -0.05342 -3.62869 -1.43317
O 0.18249 -1.70470 -2.52108
H -2.44315 -2.07837 0.44517
H -1.33983 -3.28818 0.39144
H 0.35163 -1.40177 0.46164
H -1.23372 -0.08465 -1.59567
H -2.11633 0.03734 -0.15107
H -0.21461 1.90283 -0.49748
H 0.79380 0.58984 0.18700
H -1.03196 0.73954 1.93467
H 0.20383 -2.32889 -3.26072
O 3.34830 0.57818 1.82241
H 3.68963 0.14219 1.02474
H 3.59317 -0.16085 2.40623
O 2.86044 1.87865 -0.54858
H 2.50894 2.05871 0.32978
H 3.55016 1.22631 -0.43805
O -2.62046 2.80117 -0.48361
H -3.56134 2.65435 -0.35997
H -2.15651 2.34900 0.24620
O -3.05457 1.28525 2.27924
H -3.51488 0.51384 2.62225
H -3.43189 2.06689 1.88080
O 3.48229 -0.92902 -1.18612
H 2.57998 -0.97743 -1.54946
H 3.85285 -0.31248 -1.84103
*
```

Löwdin atomic charge list, values in e, 8 entries: atom 1 (N): 0.043, atom 2 (C): -0.256, atom 3 (C): -0.123, atom 4 (C): -0.245, atom 5 (O): -0.104, atom 6 (C): -0.466, atom 7 (O): 0.125, atom 8 (O): 0.079

---

C4H19NO8S | wB97M-V/def2-TZVPD

- ΔE to the lowest compared entry with this formula, charge and spin: 1.2 kJ/mol
- HOMO-LUMO gap: 6.328 eV
- Energy: -33164.4186 eV

```
! wB97M-V def2-TZVPD RIJCOSX def2/J DEFGRID3
* xyz -2 1
C 0.46139 -0.29749 0.63269
N -0.21329 0.85578 0.00571
C -1.64834 0.93133 -0.11286
O -2.28542 -0.15483 -0.08423
O -2.07722 2.06813 -0.38869
C 1.64536 -0.86116 -0.19196
C 2.77288 0.18901 -0.40781
S 4.18484 0.06122 0.71659
H -0.21524 -1.12422 0.85087
H 0.80547 -0.00481 1.63304
H 0.17633 1.74233 0.30198
H 2.00406 -1.68845 0.40355
H 1.26968 -1.26180 -1.15564
H 2.31332 1.18832 -0.26622
H 3.26082 0.16569 -1.41129
H -2.43794 -1.21830 -1.34328
H -1.19624 -1.19385 -2.28640
O -2.09667 -1.54802 -2.22828
H 0.68919 0.57643 -2.06277
H -0.03770 1.17750 -3.24868
O 0.61050 0.50281 -3.02979
H -2.28163 -1.27384 1.50663
H -2.73153 -2.64088 1.10500
O -2.66037 -2.09176 1.89723
H -1.20020 -3.13389 -0.28644
H -1.45192 -2.98785 -1.73138
O -0.93147 -3.59743 -1.10190
H 2.62518 1.09995 2.19791
H 2.81550 2.52002 2.36299
O 2.14876 1.86353 2.60741
H -0.92831 3.34088 2.33902
H -1.87987 3.05590 1.08747
O -1.50991 3.73973 1.68953
*
```

Löwdin atomic charge list, values in e, 8 entries: atom 1 (C): -0.209, atom 2 (N): 0.050, atom 3 (C): -0.703, atom 4 (O): -0.090, atom 5 (O): -0.049, atom 6 (C): -0.274, atom 7 (C): -0.769, atom 8 (S): 0.155

---

C4H2 | wB97M-V/def2-TZVPD

- ΔE to the lowest compared entry with this formula, charge and spin: 562.8 kJ/mol
- HOMO-LUMO gap (spin up / spin down): 6.678 / 6.675 eV
- Energy: -4170.5999 eV

```
! wB97M-V def2-TZVPD RIJCOSX def2/J DEFGRID3
* xyz 0 1
C 0.21417 -0.08145 -0.28959
C 1.28924 0.09079 0.32137
C -0.96707 -0.28701 -0.92006
C -2.05459 -0.50078 -1.51252
H 2.27051 -0.09497 0.73240
H -0.57950 0.96915 0.58575
*
```

Partial atomic charges computed with the Löwdin method, in multiples of e: atom 1 (C): -0.289, atom 2 (C): 0.171, atom 3 (C): -0.349, atom 4 (C): 0.013, atom 5 (H): 0.063, atom 6 (H): 0.391

---

C4H20BaBeN3O6S | wB97M-V/def2-TZVPD

- ΔE to the lowest compared entry with this formula, charge and spin: 0.0 kJ/mol
- HOMO-LUMO gap: 1.370 eV
- Energy: -33094.4833 eV

```
! wB97M-V def2-TZVPD RIJCOSX def2/J DEFGRID3
* xyz 5 1
Ba -1.57664 -3.68751 2.64128
Be -1.02509 0.71756 7.77221
N 3.59857 -0.43591 2.96734
H 2.80714 0.15127 2.74606
H 4.24719 0.03079 3.58506
H 3.98828 -0.87535 2.14568
H 3.18994 -1.20644 3.47667
N 3.42082 4.84666 4.55863
H 4.31350 4.41735 4.36142
H 3.56388 5.75305 4.13661
H 3.26514 5.08617 5.52740
H 2.67282 4.25701 4.22263
N -2.22505 5.25409 4.74919
H -1.91634 5.60104 5.64608
H -3.15374 4.86068 4.80259
H -1.60357 4.50939 4.46761
H -2.12052 5.91604 3.99355
C -0.71692 1.03284 2.98612
O -0.37129 0.38401 1.98944
O -1.71157 0.67677 3.61842
O 0.02095 1.88408 3.48470
O -1.81755 -1.30595 -4.66406
S -1.24848 -2.55046 -4.19214
O -1.52029 -3.02259 -2.81386
O -1.56040 -3.89774 -5.15651
C -1.46707 -3.78807 -6.57395
C -2.85579 -4.20435 -7.15509
C 0.61829 -2.54116 -4.43811
H -0.62697 -4.36610 -6.95894
H -1.22405 -2.76905 -6.87499
H -3.18050 -5.20522 -6.87059
H -3.02233 -4.09588 -8.22681
H -3.58631 -3.50945 -6.74092
H 1.00208 -1.88994 -3.65280
H 0.94133 -2.49024 -5.47790
H 0.88068 -3.53739 -4.08206
*
```

Löwdin atomic charge list, values in e, 8 entries: atom 1 (Ba): 1.953, atom 2 (Be): 0.467, atom 3 (N): 0.362, atom 4 (H): 0.141, atom 5 (H): 0.166, atom 6 (H): 0.171, atom 7 (H): 0.151, atom 8 (N): 0.355

---

C4H20HfO8 | wB97M-V/def2-TZVPD

- ΔE to the lowest compared entry with this formula, charge and spin: 2400.8 kJ/mol
- HOMO-LUMO gap: 1.989 eV
- Energy: -22135.7516 eV

```
! wB97M-V def2-TZVPD RIJCOSX def2/J DEFGRID3
* xyz 0 1
Hf 7.26468 8.23063 -19.94229
C 3.56150 5.04921 -22.81272
O 4.56730 5.92838 -22.40398
H 2.97850 4.66872 -21.97400
H 2.91232 5.44741 -23.59253
H 3.95747 4.15922 -23.30184
C 10.16294 10.71234 -24.16358
O 9.41890 10.21606 -23.08726
H 10.88873 11.44476 -23.81019
H 10.62387 9.82856 -24.60470
H 9.51321 11.16099 -24.91502
C 7.26620 3.64255 -16.75316
O 7.30517 4.89479 -17.31596
H 8.02171 3.54111 -15.97405
H 6.31197 3.46928 -16.25565
H 7.54348 2.93612 -17.53558
C 8.41604 12.28212 -16.20097
O 7.85016 11.33818 -17.05363
H 9.23570 11.87109 -15.61163
H 8.83396 13.08038 -16.81433
H 7.70432 12.88627 -15.63834
O 5.01148 11.18042 -21.00965
H 5.20775 12.02644 -21.41211
H 4.11624 11.27178 -20.68342
O 3.79631 7.94603 -18.28356
H 3.07879 7.36866 -18.54438
H 3.50428 8.33422 -17.45878
O 10.93450 8.12015 -18.73301
H 11.61602 8.75571 -18.95173
H 11.32279 7.57891 -18.04561
O 9.24923 5.57841 -21.81256
H 10.15027 5.62929 -22.13158
H 8.89883 4.78091 -22.20935
*
```

Löwdin atomic charge list, values in e, 8 entries: atom 1 (Hf): 1.508, atom 2 (C): -0.287, atom 3 (O): -0.252, atom 4 (H): 0.057, atom 5 (H): 0.065, atom 6 (H): 0.074, atom 7 (C): -0.270, atom 8 (O): -0.262

---

C4H20N2O7 | wB97M-V/def2-TZVPD

- ΔE to the lowest compared entry with this formula, charge and spin: 28.9 kJ/mol
- HOMO-LUMO gap: 10.073 eV
- Structure (SMILES): C[C@@H](O)CNC(N)=O.O.O.O.O.O
- Energy: -21786.1552 eV

```
! wB97M-V def2-TZVPD RIJCOSX def2/J DEFGRID3
* xyz 0 1
C -3.21601 0.88847 -1.38093
C -1.79493 0.43695 -1.68772
O -1.27212 1.05770 -2.85752
C -0.68098 0.72170 -0.64119
N 0.00127 -0.42723 -0.04121
C 0.10186 -1.62466 -0.71375
N 0.29939 -2.77797 0.03487
O 0.08760 -1.69269 -1.93363
H -3.43723 0.70692 -0.32853
H -3.28733 1.98537 -1.46105
H -3.93924 0.43940 -2.07544
H -1.89614 -0.63653 -1.81463
H -1.72149 0.78049 -3.65993
H 0.04018 1.37617 -1.11749
H -1.22850 1.26410 0.17714
H -0.16403 -0.45822 0.95809
H 0.68419 -3.59440 -0.40700
H 0.77826 -2.60903 0.91886
O 2.22988 0.47054 -1.76977
H 2.09705 1.23094 -2.35409
H 1.63916 -0.18580 -2.18258
O 2.60892 -1.99764 1.96641
H 2.95562 -1.09013 2.11813
H 3.37560 -2.38542 1.53114
O -1.82464 0.55883 2.84913
H -0.93178 0.96495 2.95663
H -2.37628 1.30532 2.54417
O 2.45625 0.40208 1.03056
H 2.04611 -0.08175 0.29575
H 3.18974 0.95999 0.76470
O 0.70724 1.33115 2.71435
H 1.10705 1.68255 3.50907
H 1.36534 0.99783 2.05743
*
```

Löwdin atomic charge list, values in e, 8 entries: atom 1 (C): -0.046, atom 2 (C): -0.416, atom 3 (O): -0.046, atom 4 (C): -0.106, atom 5 (N): 0.060, atom 6 (C): -0.597, atom 7 (N): 0.163, atom 8 (O): 0.029

---

C4H20N2O7 | wB97M-V/def2-TZVPD

- ΔE to the lowest compared entry with this formula, charge and spin: 104.9 kJ/mol
- HOMO-LUMO gap: 9.780 eV
- Structure (SMILES): CNC(=O)[C@@H](N)CO.O.O.O.O.O
- Energy: -21785.3679 eV

```
! wB97M-V def2-TZVPD RIJCOSX def2/J DEFGRID3
* xyz 0 1
C -2.75636 0.68534 -1.26218
N -2.16619 1.02422 0.03630
C -0.83273 1.09082 0.25103
O -0.38568 1.71590 1.20967
C 0.14826 0.39494 -0.67330
N 1.37452 1.13348 -0.79543
C 0.30201 -1.04114 -0.16750
O 0.93357 -1.93662 -1.05827
H -3.00389 -0.36506 -1.35393
H -2.12028 0.89621 -2.11724
H -3.65877 1.28971 -1.33995
H -2.73578 1.61342 0.61637
H -0.32313 0.25153 -1.63391
H 2.08772 0.79554 -0.15526
H 1.78849 1.04823 -1.71549
H 0.91048 -0.96984 0.73820
H -0.64904 -1.42988 0.19343
H 1.86196 -1.83180 -0.80895
O -2.64242 -2.68992 -0.38993
H -3.04309 -1.93318 0.05165
H -1.88331 -3.03183 0.08763
O -1.45606 -1.33940 -3.06537
H -0.82730 -1.93744 -2.63341
H -2.28854 -1.73382 -2.77089
O 2.43182 3.60850 2.59527
H 2.54200 2.83884 3.16795
H 1.53710 3.44721 2.26293
O 3.51192 -1.31048 0.52121
H 3.07857 -1.27775 1.38113
H 4.40841 -1.62944 0.65324
O 1.34021 0.61010 3.03230
H 0.52573 1.05644 2.73430
H 1.98981 0.95717 2.40838
*
```

Löwdin atomic charge list, values in e, 8 entries: atom 1 (C): -0.064, atom 2 (N): 0.053, atom 3 (C): -0.432, atom 4 (O): 0.024, atom 5 (C): -0.304, atom 6 (N): 0.093, atom 7 (C): -0.223, atom 8 (O): -0.039